# 1
# C41H53N10O

A molecular structure, C41H53N10O (the ωB97M-V functional and the def2-TZVPD basis, the OMol25 dataset).

## Properties
**HOMO-LUMO gap**: 8.64 eV
**LUMO level**: 0.0951 Ha
**DFT total energy**: -2216.30860 Ha
**HOMO level**: -0.222 hartree

```
! RIJCOSX wB97M-V def2-TZVPD def2/J DEFGRID3
* xyz -1 1
O -0.302 -1.454 -0.205
N 1.510 -2.370 -1.762
N 2.653 -0.370 4.161
N 3.139 2.910 -1.692
N 0.787 -2.772 1.824
N -4.611 0.849 0.718
N -2.414 -1.454 1.775
N -1.708 -3.086 -1.869
N -0.346 4.006 2.267
N -1.659 0.188 -5.923
N 3.560 0.097 -0.553
C 2.677 -2.286 -3.660
C 3.090 -3.576 -2.745
C 1.874 3.123 -2.145
C 3.378 4.903 -2.571
C 3.643 -0.073 4.897
C 1.109 -3.789 3.803
C 0.147 -0.081 0.031
C 2.200 1.682 4.738
C -1.578 1.606 -5.642
C -5.540 1.869 0.970
C 2.399 -3.862 2.956
C -1.375 -3.935 -2.901
C -1.712 -0.638 -4.753
C -1.292 2.932 2.036
C 0.174 -3.201 3.008
C -2.477 3.229 2.630
C -4.537 1.990 -1.137
C -3.470 -0.663 3.523
C 3.561 1.205 5.355
C 4.843 1.253 0.870
C 1.891 4.325 -2.734
C 4.657 -0.119 -1.123
C -1.613 1.651 -4.326
C -1.053 5.079 3.013
C 3.606 0.873 0.689
C 5.615 0.687 -0.422
C -4.260 -1.778 2.913
C -2.463 -4.482 -3.457
C 2.023 -3.333 1.742
C -3.602 -3.904 -2.617
C -5.609 2.580 -0.149
C -3.993 0.921 -0.560
C 2.278 -3.541 -1.639
C -3.109 -3.039 -1.808
C -2.411 -0.435 2.705
C -3.489 -2.201 1.908
C 1.706 0.723 3.954
C 4.017 3.871 -1.960
C -2.357 4.618 3.238
C 1.711 -1.716 -2.887
C -1.625 0.277 -3.756
H 2.550 -1.421 3.686
H -3.002 5.229 3.703
H 1.792 2.808 4.998
H 2.697 -0.374 -1.068
H -2.309 -5.151 -4.260
H -3.641 -2.537 -1.005
H 2.799 1.069 1.010
H -1.527 2.640 -3.820
H -4.241 2.379 -2.052
H 1.138 0.179 -0.519
H 1.087 2.390 -2.369
H -1.817 -1.356 0.962
H 6.584 0.627 -0.882
H -4.001 0.036 4.357
H 3.493 6.022 -2.973
H 5.050 3.520 -1.744
H 3.483 1.996 -1.356
H -1.182 2.101 1.543
H -1.641 -0.031 -2.741
H 1.092 4.706 -3.144
H -3.284 0.316 -0.990
H 3.001 -1.807 -4.627
H -0.446 5.994 3.264
H 4.211 1.728 5.951
H -1.081 -2.430 -1.189
H 1.105 -4.250 4.704
H 4.894 -0.669 -1.960
H 0.918 0.490 3.226
H 1.070 -0.842 -3.204
H -1.658 2.332 -6.382
H 2.676 -3.143 1.098
H -0.311 -4.017 -3.126
H -1.539 -0.041 -6.948
H -0.949 -2.972 3.232
H 3.269 -4.361 3.230
H -3.791 -3.081 1.016
H -1.324 0.345 2.796
H -5.179 -2.396 3.326
H 4.518 -0.800 5.125
H -6.202 3.431 -0.568
H 0.435 4.029 2.007
H -5.942 1.935 2.118
H -1.690 -1.689 -4.752
H -0.723 0.312 -0.485
H -4.660 -4.186 -2.744
H -4.432 0.198 1.412
H 5.155 1.861 1.559
H 3.557 -4.426 -2.968
H 0.335 0.264 1.034
H 2.134 -4.418 -0.822
H 0.592 -2.131 -1.100
H 0.426 -2.121 0.981
H -3.181 2.470 2.760
*
```

***

# 2
# C5H6BrNO

A molecular structure, C5H6BrNO (the ωB97M-V functional and the def2-TZVPD basis, the OMol25 dataset).

## Properties
**HOMO-LUMO gap**: 9.93 eV
**LUMO level**: 0.0071 Ha
**DFT total energy**: -2898.02416 Ha
**HOMO level**: -0.358 hartree

```
! RIJCOSX wB97M-V def2-TZVPD def2/J DEFGRID3
* xyz 0 1
Br 2.399 1.563 -0.634
O 1.309 0.131 1.740
N -0.161 -1.564 -0.593
C -0.278 1.218 -0.039
C -1.415 -0.993 -0.251
C 0.991 0.529 -0.025
C -1.395 0.501 -0.129
C 0.915 -0.935 -0.485
H -0.391 2.305 -0.048
H -1.965 -1.359 -1.050
H -1.648 -1.588 0.550
H -2.373 1.050 -0.205
H 1.930 -1.403 -0.766
H 2.083 0.545 1.936
*
```

***

# 3
# C22H19Cl3N4O7Pb

A molecular structure, C22H19Cl3N4O7Pb (the ωB97M-V functional and the def2-TZVPD basis, the OMol25 dataset).

## Properties
**HOMO-LUMO gap**: 7.46 eV
**LUMO level**: -0.0098 Ha
**DFT total energy**: -3168.91239 Ha
**HOMO level**: -0.284 hartree

```
! RIJCOSX wB97M-V def2-TZVPD def2/J DEFGRID3
* xyz 0 1
Pb 0.286 -0.572 0.177
Cl 6.625 -3.559 3.457
Cl 2.028 -1.093 4.815
Cl 2.677 -3.056 -0.178
O -2.305 2.860 -8.146
O -3.149 4.356 -6.593
O -1.253 1.244 0.268
O 1.248 -1.668 2.048
O -1.518 3.465 0.269
O 0.557 -2.065 -5.413
O 0.764 -2.061 -3.103
N -1.718 -2.080 -0.824
N -1.272 -0.964 2.035
N -1.272 0.646 -2.807
N 1.095 1.480 1.555
C 1.738 3.787 2.923
C -1.938 1.814 -2.653
C -2.704 3.610 -7.359
C 4.260 -2.348 3.975
C 2.540 2.660 3.031
C -0.921 0.855 -5.282
C 0.321 2.561 1.454
C 2.184 1.526 2.323
C -1.591 1.981 -4.976
C 0.614 3.743 2.116
C -3.354 -1.918 1.030
C -0.910 0.387 -3.987
C 2.998 -1.908 3.624
C 4.547 -3.222 1.755
C -2.737 -0.868 1.940
C 5.031 -3.004 3.032
C -0.927 2.440 0.582
C 0.665 -2.056 -4.260
C 3.281 -2.770 1.434
C 2.437 -2.090 2.338
C -2.106 2.537 -3.831
C -3.090 -1.703 -0.455
H -0.954 -1.844 2.432
H 1.989 4.690 3.464
H 4.634 -2.181 4.975
H -3.182 -0.944 2.937
H 3.423 2.651 3.654
H -3.827 -2.261 -1.041
H -3.213 -0.644 -0.692
H -1.568 -3.073 -0.675
H -2.966 0.123 1.548
H -1.554 -1.891 -1.807
H -4.435 -1.889 1.187
H 5.145 -3.737 1.017
H 2.777 0.621 2.374
H -2.264 2.123 -1.668
H -3.034 -2.924 1.327
H -0.923 -0.250 2.669
H -2.613 3.491 -3.820
H -0.046 4.587 1.982
H -0.525 0.405 -6.178
*
```

***

# 4
# C21H22N6O2

C21H22N6O2 in the gas phase (the ωB97M-V functional and the def2-TZVPD basis, the OMol25 dataset).

## Properties
**Structure (SMILES)**: Cc1ccc(C)c(NC(=O)CCc2nnc3ccc(NCc4ccco4)nn23)c1
**HOMO-LUMO gap**: 7.82 eV
**LUMO level**: -0.0010 Ha
**DFT total energy**: -1292.45203 Ha
**HOMO level**: -0.288 hartree

```
! RIJCOSX wB97M-V def2-TZVPD def2/J DEFGRID3
* xyz 0 1
O -5.982 0.994 1.221
O 0.694 -2.159 -2.463
N 1.612 -0.026 2.529
N 1.559 -1.051 1.682
N -3.676 0.256 3.356
N -0.490 -0.611 2.243
N -1.819 -0.622 2.348
N 2.242 -1.257 -1.037
C 0.897 -3.094 -0.268
C -4.556 -0.524 2.504
C 1.260 -2.119 -1.389
C 3.977 1.869 -3.195
C 2.973 1.122 -3.789
C -4.245 0.262 0.037
C 2.396 0.084 -3.069
C 2.811 -0.213 -1.777
C 0.378 0.258 2.885
C -2.336 0.275 3.154
C -4.890 0.195 1.237
C -6.040 1.562 0.004
C -0.187 1.225 3.744
C 4.398 1.572 -1.909
C 4.336 0.229 0.202
C -0.195 -2.508 0.631
C 2.496 1.414 -5.181
C -1.536 1.229 3.876
C 0.308 -1.412 1.495
C 3.837 0.537 -1.179
C -4.998 1.152 -0.767
H 4.439 2.683 -3.735
H -1.019 -2.125 0.021
H 5.144 0.907 0.465
H -6.858 2.227 -0.187
H 3.098 2.192 -5.643
H 1.458 1.743 -5.163
H -4.789 1.440 -1.777
H -2.035 1.938 4.517
H 5.187 2.160 -1.463
H 0.460 1.918 4.256
H -0.606 -3.293 1.274
H 0.513 -4.000 -0.738
H -4.079 1.078 3.780
H 3.549 0.337 0.948
H 4.718 -0.790 0.258
H 1.774 -3.338 0.331
H -5.472 -0.730 3.063
H -3.351 -0.259 -0.235
H 2.519 -1.283 -0.059
H 2.549 0.517 -5.795
H 1.614 -0.506 -3.517
H -4.037 -1.455 2.274
*
```

***

Question: HOMO-LUMO gap of number 3 (C22H19Cl3N4O7Pb)?
Answer: 7.46 eV